Record 1
Computed, not measured: one molecule with the formula C4H10O, with the ωB97M-V functional and the def2-TZVPD basis.

Atoms and positions in Å:
C: -1.3873 -0.8103 -0.1067
C: -0.1944 0.0251 -0.4343
C: -0.3443 1.4580 0.0819
C: 1.0073 -0.6123 0.2613
O: 2.1620 0.0872 -0.2468
H: -1.3434 -1.8713 -0.4424
H: -1.4261 -0.8687 1.0046
H: -2.3750 -0.4192 -0.4101
H: -0.1519 0.0197 -1.4952
H: -0.7662 1.5914 1.1250
H: -0.9461 2.0545 -0.6413
H: 0.5460 2.0092 0.0164
H: 1.1995 -1.7725 0.1220
H: 0.9156 -0.4246 1.4160
H: 3.1041 -0.4663 -0.2505

## Properties
**Orbital gap**: 10.891 eV
**Total energy**: -233.59831 hartree
**Structure (SMILES)**: CC(C)CO
**Energy relative to the best compared isomer or geometry (same formula, charge and spin)**: 29.27 kcal/mol
**HOMO energy**: -10.03 eV
**Strongest force on any atom**: 4.60 eV/Å
**Net charge**: 0



Record 2
Computed, not measured: C14H28Cl2O2SiTi as an isolated structure, with the ωB97M-V functional and the def2-TZVPD basis.

Atoms and positions in Å:
C: -0.6451 -1.4125 -2.0621
C: -0.6755 -0.0963 -2.6091
C: -1.5279 0.7064 -1.8063
C: 0.0752 0.3481 -3.7817
C: -2.0854 -0.1158 -0.8030
C: -1.5122 -1.4208 -0.9282
C: -1.8454 -2.5823 -0.1060
C: 0.2103 -2.5310 -2.5137
C: -1.9029 2.1005 -2.0781
C: -3.2312 0.2310 0.0574
Ti: 0.8886 -0.2613 0.9639
Cl: 1.2890 1.3077 -0.6503
Cl: 2.1113 -1.9949 0.3909
O: -0.7746 -0.4287 1.7003
H: 1.0075 -0.2131 -3.8664
H: 0.3141 1.4137 -3.7426
H: -0.5082 0.1541 -4.6902
H: -1.0223 2.7270 -2.2487
H: -2.4842 2.5535 -1.2666
H: -2.5082 2.1308 -2.9929
H: -3.2247 1.2748 0.3970
H: -3.2968 -0.4265 0.9304
H: -4.1407 0.0770 -0.5444
H: -2.2574 -2.2973 0.8706
H: -0.9405 -3.1596 0.1312
H: -2.5658 -3.2267 -0.6393
H: 1.2311 -2.1701 -2.6914
H: -0.1547 -3.0079 -3.4350
H: 0.2984 -3.3045 -1.7470
H: -1.2678 -0.0512 2.4550
O: -0.0954 -3.6583 1.9139
H: 0.3081 -4.2297 2.6226
C: 4.5426 1.1227 0.9254
Si: 3.1979 1.9455 1.9331
C: 3.6956 2.2918 3.7136
C: 2.7772 3.6361 1.1853
C: 1.7181 0.8523 2.3229
H: 5.4681 1.7062 1.0697
H: 4.3056 1.0517 -0.1438
H: 4.7283 0.0997 1.2761
H: 4.5504 2.9743 3.7359
H: 2.8245 2.7231 4.2228
H: 3.9189 1.3347 4.1974
H: 2.6005 3.6213 0.1026
H: 1.8697 4.0613 1.6346
H: 3.6032 4.3300 1.4036
H: 1.7159 0.0963 3.1396
H: 0.7973 1.4620 2.4466

## Properties
**Orbital gap (spin up / spin down)**: 3.847 / 3.847 eV
**Total energy**: -2760.11152 hartree
**Energy relative to the best compared isomer or geometry (same formula, charge and spin)**: 0.00 kcal/mol
**HOMO energy (spin up / spin down)**: 0.67 / 0.67 eV
**Strongest force on any atom**: 3.66 eV/Å
**Net charge**: -2



Record 3
Computed, not measured: one molecule with the formula C5H12O, with the ωB97M-V functional and the def2-TZVPD basis.

Atoms and positions in Å:
C: -1.3028 -2.1093 0.4532
C: -1.2986 -0.5725 0.2969
C: 0.0173 0.0480 -0.1961
C: -0.0772 1.8380 -0.7398
O: 0.9542 -0.0429 0.8369
C: 2.1520 0.5197 0.3427
H: -1.0755 -2.6124 -0.4951
H: -0.5714 -2.4360 1.1994
H: -2.2936 -2.4587 0.7812
H: -1.5482 -0.1153 1.2611
H: -2.0665 -0.2889 -0.4267
H: 0.3364 -0.4716 -1.1284
H: -0.6549 1.7311 -1.6525
H: 0.6761 2.6509 -1.0319
H: -0.6716 2.2898 0.0556
H: 2.9352 -0.1920 0.0967
H: 1.8345 0.9435 -0.6138
H: 2.6544 1.2785 0.9605

## Properties
**Orbital gap**: 10.537 eV
**Total energy**: -272.85741 hartree
**Structure (SMILES)**: CC[C@@H](C)OC
**Energy relative to the best compared isomer or geometry (same formula, charge and spin)**: 57.26 kcal/mol
**HOMO energy**: -9.37 eV
**Strongest force on any atom**: 2.10 eV/Å
**Net charge**: 0



Record 4
Computed, not measured: Ca2Cl5O28P2 as an isolated structure, with the ωB97M-V functional and the def2-TZVPD basis.

Atoms and positions in Å:
Ca: 0.2016 0.3621 0.2246
Ca: -1.8133 -1.3525 -1.0427
P: -3.5152 0.5649 -0.1264
O: -4.0836 0.1411 -1.4848
O: -3.2845 -0.8032 0.7660
O: -4.4222 1.5731 0.5699
O: -1.9238 0.8178 -0.3675
P: 0.6293 -3.0188 -1.4082
O: 0.3041 -1.6687 -0.5592
O: -0.8264 -3.3299 -1.9231
O: 1.1256 -4.1631 -0.4707
O: 1.6017 -2.7749 -2.5978
Cl: 0.6419 -1.9849 4.6606
O: 1.5021 -0.8229 4.4367
O: 1.4685 -3.2524 4.3447
O: 0.3003 -1.9850 6.0640
O: -0.4792 -2.0098 3.8179
Cl: 1.7853 2.8577 -2.3072
O: 0.8574 3.9626 -2.2596
O: 2.4735 2.8705 -3.5690
O: 2.8602 2.9981 -1.3749
O: 0.9889 1.7096 -2.1129
Cl: -1.4608 2.6453 3.2964
O: -0.3185 2.0495 2.5317
O: -2.0871 3.6822 2.4874
O: -2.4701 1.7392 3.6487
O: -0.7520 3.1691 4.4854
Cl: 4.0084 -0.2350 1.0963
O: 3.8152 -1.2350 0.1540
O: 2.7751 0.4419 1.3920
O: 4.5456 -0.8620 2.2341
O: 4.8993 0.7634 0.6948
Cl: -1.8516 -0.5712 -5.0487
O: -1.3229 -1.3814 -6.0742
O: -1.0976 -0.7401 -3.8968
O: -1.8688 0.7743 -5.5453
O: -3.2062 -0.9317 -4.7362

## Properties
**Orbital gap**: 2.841 eV
**Total energy**: -6443.71437 hartree
**HOMO energy**: 10.53 eV
**Strongest force on any atom**: 5.31 eV/Å
**Net charge**: -7



Record 5
Computed, not measured: one molecule with the formula C3H4O2, with the ωB97M-V functional and the def2-TZVPD basis.

Atoms and positions in Å:
C: 0.6929 0.2743 -0.2305
C: 2.1746 0.5562 -0.0685
C: -0.6129 0.0390 0.6156
O: 1.8028 -0.6536 -0.1560
O: -1.4707 -0.7424 -0.1807
H: 0.4136 0.4292 -1.2762
H: -1.0673 1.0075 0.8502
H: -0.4264 -0.5374 1.5190
H: -1.5066 -0.3728 -1.0731

## Properties
**Orbital gap**: 10.351 eV
**Total energy**: -267.04094 hartree
**Energy relative to the best compared isomer or geometry (same formula, charge and spin)**: 95.28 kcal/mol
**HOMO energy**: -9.78 eV
**Strongest force on any atom**: 1.90 eV/Å
**Net charge**: 0



Record 6
Computed, not measured: one molecule with the formula C5H8FN, with the ωB97M-V functional and the def2-TZVPD basis.

Atoms and positions in Å:
F: -2.5574 0.3921 0.9513
C: -1.3657 0.6639 1.2017
C: -0.2824 -0.2620 0.8383
C: 0.2394 -1.1730 -0.1477
C: 1.1195 -0.2499 -1.0730
N: 0.7740 1.2928 -0.6745
C: -0.6432 0.9126 -0.1836
H: -1.2221 1.0012 2.2250
H: 0.3885 0.2049 1.4999
H: -0.5218 -1.9422 -0.7143
H: 0.8052 -1.9498 0.2175
H: 0.7666 -0.5245 -2.1596
H: 2.1589 -0.2730 -1.1088
H: 1.4196 1.4639 0.1098
H: -1.0791 0.4431 -0.9820

## Properties
**Orbital gap**: 9.318 eV
**Total energy**: -349.72049 hartree
**Structure (SMILES)**: F[C@H]1[C@H]2CCN[C@H]12
**Energy relative to the best compared isomer or geometry (same formula, charge and spin)**: 124.75 kcal/mol
**HOMO energy**: -8.31 eV
**Strongest force on any atom**: 6.46 eV/Å
**Net charge**: 0



Record 7
Computed, not measured: C28H36BN3PPd as an isolated structure, with the ωB97M-V functional and the def2-TZVPD basis.

Atoms and positions in Å:
Pd: 0.2954 -0.1609 -0.7597
C: 3.1316 2.5136 -0.9494
C: 4.2028 1.5177 -1.3077
C: 5.3734 1.9739 -1.9103
C: 6.3968 1.1068 -2.2524
C: 6.2515 -0.2467 -1.9913
C: 5.0914 -0.7151 -1.3944
C: 4.0457 0.1424 -1.0392
P: 2.4435 -0.4800 -0.3205
C: 2.7553 -2.2990 -0.4240
C: 3.1437 -3.0019 0.7151
C: 3.3125 -4.3808 0.6956
C: 3.0967 -5.0739 -0.4825
C: 2.7167 -4.3808 -1.6232
C: 2.5345 -3.0011 -1.6174
C: 2.1238 -2.3140 -2.8869
C: 2.6266 -0.0602 1.4316
C: 3.6446 0.7188 1.9660
C: 3.5407 1.3045 3.2275
C: 2.3765 1.0697 3.9689
C: 1.3602 0.2807 3.4808
C: 1.4350 -0.3591 2.2032
C: 0.3958 -1.1155 1.6482
H: 3.2413 3.4310 -1.5320
H: 3.1879 2.7656 0.1145
H: 2.1434 2.0767 -1.1357
H: 5.4724 3.0350 -2.1161
H: 7.2975 1.4848 -2.7217
H: 7.0395 -0.9446 -2.2488
H: 4.9957 -1.7743 -1.1989
H: 3.3066 -2.4512 1.6340
H: 3.6064 -4.9045 1.5973
H: 3.2196 -6.1501 -0.5214
H: 2.5530 -4.9242 -2.5484
H: 2.2041 -3.0095 -3.7244
H: 2.7520 -1.4469 -3.0987
H: 1.0945 -1.9377 -2.8273
H: 4.5330 0.9104 1.3707
H: 4.3488 1.9039 3.6287
H: 2.2764 1.5028 4.9608
H: 0.4851 0.0883 4.0956
H: -0.5157 -1.2199 2.2324
H: 0.6273 -1.9811 1.0412
B: -3.8407 1.8062 -2.1382
C: -2.5593 0.9099 -1.8412
N: -1.5918 0.3030 -1.6689
H: -4.4512 1.9649 -1.0968
H: -3.4178 2.8805 -2.5548
H: -4.5258 1.2528 -2.9728
C: 0.1556 4.2742 -0.0169
C: -0.9168 3.2223 -0.4046
N: -1.5966 2.7519 0.7900
C: -0.6715 2.0377 1.6608
C: 0.4951 2.9622 2.0704
N: 0.1954 4.3311 1.4878
C: -1.1158 4.8345 2.0076
C: -2.2108 3.8556 1.4947
H: -0.0663 5.2837 -0.3654
H: 1.1513 3.9900 -0.3478
H: -0.4336 2.3673 -0.8906
H: -1.6477 3.6371 -1.0994
H: -0.2421 1.1813 1.1324
H: -1.2103 1.6724 2.5354
H: 1.4537 2.6364 1.6569
H: 0.6160 3.0902 3.1443
H: 0.9371 4.9625 1.7719
H: -1.2450 5.8508 1.6358
H: -1.0403 4.8607 3.0941
H: -2.8998 4.3675 0.8231
H: -2.7833 3.4679 2.3370

## Properties
**Orbital gap**: 3.971 eV
**Total energy**: -1746.86728 hartree
**HOMO energy**: -2.32 eV
**Strongest force on any atom**: 0.59 eV/Å
**Net charge**: -1



Record 8
Computed, not measured: C46H43O5P2RuSe as an isolated structure, with the ωB97M-V functional and the def2-TZVPD basis.

Atoms and positions in Å:
Ru: -0.2374 -0.7715 0.7434
C: -2.3102 -1.3642 2.3120
C: -1.8747 -2.7662 2.2515
C: -1.9971 -3.1929 0.9576
C: -2.5214 -2.1083 0.1853
C: -2.6491 -0.9393 1.0220
C: -3.5313 0.2483 0.7429
C: -3.2050 -2.3022 -1.1239
C: -1.7360 -4.5857 0.4632
C: -1.5113 -3.6046 3.4245
C: -2.6920 -0.6747 3.5637
H: -4.4895 0.1384 1.2620
H: -3.7395 0.3480 -0.3199
H: -3.0878 1.1812 1.0828
H: -4.0176 -3.0237 -0.9849
H: -2.5490 -2.7079 -1.8910
H: -3.6309 -1.3745 -1.5105
H: -2.2752 -5.3155 1.0766
H: -0.6704 -4.8184 0.5504
H: -2.0553 -4.7145 -0.5750
H: -2.2732 -4.3785 3.5806
H: -1.4274 -3.0128 4.3365
H: -0.5590 -4.1011 3.2376
H: -3.5207 -1.2304 4.0204
H: -3.0195 0.3496 3.3865
H: -1.8739 -0.6670 4.2891
O: 2.1982 1.7935 -1.1351
C: 1.9557 3.0735 -0.6741
C: 2.3854 4.2342 -1.3048
C: 2.1676 5.4629 -0.6992
C: 1.5358 5.5438 0.5287
C: 1.0769 4.3821 1.1323
C: 1.2518 3.1389 0.5307
P: 0.7099 1.5645 1.3434
C: -0.5754 2.1764 2.5075
C: -0.6103 1.8127 3.8540
C: -1.5954 2.3185 4.6975
C: -2.5777 3.1585 4.1991
C: -2.5847 3.4855 2.8459
C: -1.5917 2.9979 2.0097
C: 2.2494 1.3481 2.3224
C: 2.5705 2.1327 3.4329
C: 3.8001 1.9864 4.0576
C: 4.7247 1.0690 3.5720
C: 4.4225 0.3123 2.4523
C: 3.1912 0.4560 1.8252
C: 2.3018 1.5294 -2.4839
C: 3.2588 2.1388 -3.2860
C: 3.2370 1.9256 -4.6551
C: 2.2743 1.0998 -5.2190
C: 1.4009 0.4139 -4.3903
C: 1.4244 0.5845 -3.0050
P: 0.4508 -0.5684 -1.9234
C: 0.9558 -2.1888 -2.6143
C: 0.2116 -3.3040 -2.2272
C: 0.5819 -4.5820 -2.6073
C: 1.7313 -4.7705 -3.3669
C: 2.4993 -3.6758 -3.7281
C: 2.1173 -2.3900 -3.3510
C: -1.1683 -0.2426 -2.7509
C: -1.8680 0.8866 -2.3197
C: -3.0420 1.2799 -2.9507
C: -3.5420 0.5359 -4.0130
C: -2.8596 -0.5949 -4.4439
C: -1.6763 -0.9773 -3.8218
H: 2.8830 4.2084 -2.2572
H: 2.5143 6.3617 -1.1961
H: 1.3903 6.5025 1.0120
H: 0.5619 4.4490 2.0815
H: 0.1294 1.1213 4.2387
H: -1.5962 2.0452 5.7492
H: -3.3467 3.5483 4.8566
H: -3.3592 4.1300 2.4454
H: -1.5896 3.2778 0.9615
H: 1.8794 2.8765 3.8034
H: 4.0370 2.5938 4.9239
H: 5.6759 0.9381 4.0771
H: 5.1211 -0.4256 2.0807
H: 2.9566 -0.1608 0.9644
H: 4.0391 2.7422 -2.8444
H: 3.9772 2.4127 -5.2804
H: 2.2328 0.9570 -6.2930
H: 0.7019 -0.2933 -4.8222
H: -0.6351 -3.1675 -1.5711
H: -0.0027 -5.4346 -2.2773
H: 2.0406 -5.7715 -3.6491
H: 3.4118 -3.8163 -4.2963
H: 2.7498 -1.5561 -3.6244
H: -1.4825 1.4631 -1.4857
H: -3.5682 2.1667 -2.6139
H: -4.4624 0.8363 -4.5019
H: -3.2482 -1.1798 -5.2717
H: -1.1476 -1.8629 -4.1620
O: 3.3444 -2.6405 2.1542
Se: 1.7826 -2.6907 1.7458
O: 0.8576 -1.5306 2.5598
O: 1.5151 -2.1007 0.1859
O: 1.0979 -4.1590 1.8832

## Properties
**Spin multiplicity**: 6
**Orbital gap (spin up / spin down)**: 7.783 / 6.457 eV
**Total energy**: -5333.74259 hartree
**Energy relative to the best compared isomer or geometry (same formula, charge and spin)**: 20.98 kcal/mol
**Expectation value of S²**: 8.778
**HOMO energy (spin up / spin down)**: -7.38 / -8.32 eV
**Strongest force on any atom**: 0.96 eV/Å
**Net charge**: 0